86
Properties=species:S:1:pos:R:3:forces:R:3 method="wB97M-V/def2-TZVPD" lumo_ev=0.107 de_lowest_ev=0.000 multiplicity=1 e_homo_ev=-9.69 gap_ev=9.795
N -1.2599 -2.5960 0.9941 0.9 -0.5 1.6
C -1.8104 -3.4091 1.9724 -0.2 -0.8 -0.1
N -3.0801 -3.9324 1.6666 0.8 0.9 -1.1
O -1.2800 -3.7505 3.0485 -0.2 0.9 -1.2
H -1.9027 -2.1879 0.3656 -0.5 0.3 -0.8
H -0.3771 -2.0609 1.1539 -1.2 -0.8 0.3
H -3.4094 -4.5980 2.3322 0.0 -0.3 0.2
H -3.3740 -4.0773 0.6858 0.4 0.3 1.0
N -1.2363 0.8179 -2.9826 0.6 0.4 -0.8
C -2.5848 0.8452 -2.7458 2.3 -0.3 2.8
N -2.9876 0.3229 -1.4942 -1.7 0.7 -3.5
O -3.2877 1.3880 -3.5385 -2.6 0.8 -1.8
H -0.9365 1.4527 -3.7224 -0.4 -0.5 0.2
H -0.5417 0.7270 -2.2646 -0.2 -0.5 0.6
H -3.9918 0.5047 -1.3163 1.3 -0.3 0.4
H -2.2230 0.2344 -0.8971 0.8 -0.2 1.9
N -0.2276 1.0772 3.0650 -0.3 0.6 -0.1
C -0.1929 -0.2463 3.3976 1.1 0.9 -0.8
N -1.0269 -0.6664 4.3746 -0.7 0.2 0.4
O 0.6005 -0.9952 2.8284 -0.4 -0.3 -0.1
H 0.2550 1.3540 2.2130 0.0 -0.1 1.0
H -0.5426 1.7996 3.7040 0.1 -0.3 -0.4
H -1.1442 -1.6538 4.2585 -0.3 -0.7 0.5
H -1.8462 -0.1157 4.6494 0.7 -0.5 -0.4
N 0.2468 4.0841 -0.9390 -1.1 -0.2 -0.2
C 1.4999 4.4585 -0.7092 1.5 -0.1 -1.9
N 2.2920 4.6116 -1.8365 -1.2 -0.4 1.5
O 2.0367 4.5771 0.3810 0.0 0.0 0.8
H -0.1933 4.1406 -1.8509 0.1 -0.1 0.2
H -0.3109 3.8735 -0.1399 -0.4 0.1 0.3
H 1.9598 4.6169 -2.7677 -0.2 0.1 -0.6
H 3.1682 4.9552 -1.5616 1.3 0.5 -0.4
N 0.1712 -2.5375 -2.5334 0.5 -1.3 1.1
C 0.5151 -2.5213 -3.8806 -2.5 0.5 -1.6
N 1.5329 -1.7180 -4.1902 1.5 1.1 2.2
O -0.1962 -3.0464 -4.7226 0.3 -0.3 0.0
H -0.6118 -3.1923 -2.3902 0.3 0.5 -0.2
H 0.9867 -2.9684 -2.1020 -0.1 0.2 0.7
H 1.8949 -1.0630 -3.4667 -0.2 -0.8 -0.8
H 1.6346 -1.4716 -5.1317 0.2 0.2 -1.3
O -5.2845 -0.7228 -3.1553 0.3 0.1 0.3
C -5.2773 -2.0913 -3.5046 1.3 -1.1 -1.0
C -3.8373 -2.8010 -3.4804 -2.1 1.9 0.7
O -3.3761 -2.7082 -2.1589 1.0 -0.2 0.8
H -4.8343 -0.1415 -3.7942 -0.1 -0.5 0.1
H -5.8894 -2.6197 -2.7619 0.0 0.3 -0.3
H -5.6678 -2.2286 -4.5227 -0.3 -0.1 0.2
H -3.1830 -2.3740 -4.2366 0.3 0.3 0.0
H -3.9093 -3.8471 -3.6459 -0.4 -0.9 -0.5
H -3.3795 -1.7903 -1.8613 0.0 0.3 -0.3
O 0.0311 -0.2351 -0.6510 2.4 1.0 0.7
C 1.2689 0.3760 -0.0687 -0.8 -0.3 0.5
C 2.3219 0.8962 -1.0370 -0.5 -1.3 -0.3
O 2.9232 -0.2299 -1.6411 0.2 -0.5 -1.3
H 0.4195 -0.8944 -1.2362 -0.6 -0.7 -0.5
H 0.9061 1.1722 0.5482 -0.2 0.6 0.2
H 1.7822 -0.3402 0.6392 -0.7 0.5 -0.8
H 3.0381 1.4718 -0.5009 0.7 0.4 0.9
H 2.0503 1.5632 -1.8668 -0.7 -0.3 0.2
H 3.1994 -0.9363 -1.0324 0.1 0.5 0.4
O 1.3641 -4.7929 2.9181 -2.4 0.2 -0.7
C 2.2092 -4.3198 3.8963 1.4 -0.6 0.7
C 3.3358 -3.5232 3.2529 1.5 -0.3 0.8
O 4.1181 -4.2811 2.2705 -0.9 -0.6 0.1
H 0.4534 -4.3775 3.0179 1.2 -0.5 -0.3
H 1.7108 -3.7737 4.7030 0.0 0.4 -0.3
H 2.6510 -5.2141 4.4026 0.0 0.6 -0.2
H 4.0538 -3.1734 4.0640 -0.7 -0.5 -1.0
H 3.0160 -2.6748 2.6902 -0.9 0.8 0.1
H 3.5197 -4.9375 1.8320 0.5 0.8 0.7
O 2.0560 6.8504 2.1025 0.0 0.8 1.9
C 2.0701 6.2379 3.4025 -0.1 -0.6 0.0
C 0.9020 5.3171 3.6128 -0.6 0.3 1.3
O 0.9452 4.1529 2.8444 -0.7 -0.9 1.1
H 2.3610 6.2571 1.4355 0.3 -1.0 -0.6
H 2.9836 5.6808 3.7226 -0.2 0.5 -0.9
H 1.9014 6.9585 4.1866 0.3 1.0 -0.2
H -0.0212 5.8755 3.3830 0.1 -0.1 0.1
H 0.8899 5.0833 4.7329 -0.1 0.0 -1.4
H 1.5094 4.3284 2.1102 0.6 0.0 -1.4
O -1.8516 4.1125 -3.6800 -0.7 -1.4 -0.3
H -2.5428 4.4523 -3.1090 -0.1 0.5 0.2
H -2.3263 3.2936 -3.9984 0.8 0.8 0.2
O 4.2078 -1.8941 0.4216 -0.5 -0.2 -0.4
H 4.7888 -1.4277 1.0065 0.5 0.7 0.4
H 4.1735 -2.7630 0.8403 -0.1 -0.5 0.1